This record from the Open Molecules 2025 dataset describes 2 unconnected molecules or ions with the total composition C25H28NO. The level of theory is ωB97M-V/def2-TZVPD.

The geometry in XYZ format:
```
55
C25H28NO (ωB97M-V/def2-TZVPD)
C -4.085 2.647 5.450
C -4.310 2.184 4.149
C -3.304 1.505 3.454
C -2.085 1.291 4.099
O -1.016 0.685 3.429
C -0.446 1.350 2.342
C 0.696 2.137 2.568
C 1.343 2.708 1.492
C 0.839 2.572 0.166
C 1.483 3.305 -0.873
C 0.835 3.922 -1.972
C 1.587 4.762 -2.851
C 1.086 5.114 -4.095
C -0.241 4.800 -4.436
C -1.068 4.170 -3.490
C -0.563 3.791 -2.253
C -0.293 1.725 -0.029
C -0.958 1.164 1.053
C -1.873 1.660 5.430
C -2.867 2.383 6.088
H -4.876 3.188 5.978
H -5.270 2.342 3.654
H -3.440 1.135 2.436
H 1.041 2.290 3.590
H 2.234 3.318 1.655
H 2.544 3.522 -0.719
H 2.556 5.125 -2.504
H 1.724 5.640 -4.807
H -0.635 5.068 -5.415
H -2.118 3.985 -3.719
H -1.233 3.386 -1.492
H -0.648 1.511 -1.039
H -1.867 0.574 0.923
H -0.925 1.408 5.902
H -2.686 2.728 7.106
C 4.910 4.052 -3.019
C 5.206 2.640 -2.522
C 5.029 1.691 -3.707
C 6.648 2.540 -1.942
C 6.506 2.096 -0.478
C 5.039 1.683 -0.291
N 4.325 2.312 -1.399
H 5.685 4.370 -3.729
H 3.944 4.099 -3.535
H 4.891 4.765 -2.185
H 5.658 2.022 -4.547
H 5.332 0.670 -3.441
H 3.985 1.683 -4.054
H 7.255 1.833 -2.520
H 7.115 3.528 -1.979
H 7.194 1.289 -0.206
H 6.720 2.953 0.168
H 4.958 0.584 -0.328
H 4.638 2.015 0.678
H 3.463 1.848 -1.663
```

Results
charge	+1
ΔE to the lowest compared entry with this formula, charge and spin	1.219	eV